Record 1
{"formula": "C3H9N", "method": "ωB97M-V with the def2-TZVPD basis set", "gap_ha": 0.3809, "e_lumo_ev": 1.13, "energy_ha": -174.40303, "homo_ev": -9.24, "symbols": ["C", "C", "H", "H", "H", "H", "C", "N", "H", "H", "H", "H", "H"], "xyz": [[1.918, 0.979, -0.101], [1.354, 2.160, -0.261], [1.829, 0.363, 0.785], [2.478, 0.476, -0.881], [0.816, 2.636, 0.555], [1.433, 2.849, -1.094], [-1.511, -1.416, 0.686], [-1.539, -1.208, -0.755], [-0.519, -1.441, 1.148], [-2.021, -2.345, 0.955], [-2.121, -0.670, 1.197], [-0.964, -0.390, -0.972], [-1.153, -1.994, -1.261]]}


Record 2
{"formula": "C3H9N2", "method": "ωB97M-V with the def2-TZVPD basis set", "gap_ha": 0.2537, "e_lumo_ev": -5.06, "energy_ha": -228.83215, "homo_ev": -11.96, "charge": 1, "symbols": ["C", "C", "C", "N", "N", "H", "H", "H", "H", "H", "H", "H", "H", "H"], "xyz": [[-0.069, 1.770, 0.447], [-0.146, 0.278, 0.329], [0.768, -0.758, 0.165], [1.315, -1.202, -1.015], [-1.637, -0.185, 0.194], [-0.842, 2.349, -0.079], [0.029, 2.121, 1.466], [0.749, 2.070, -0.218], [1.022, -1.475, 0.971], [1.378, -0.502, -1.769], [2.294, -1.494, -0.927], [-2.036, -0.587, 1.060], [-2.238, 0.485, -0.286], [-1.465, -0.988, -0.413]]}


Record 3
{"formula": "C3H9N2", "method": "ωB97M-V with the def2-TZVPD basis set", "gap_ha": 0.3320, "e_lumo_ev": -3.69, "energy_ha": -228.89606, "homo_ev": -12.73, "charge": 1, "symbols": ["C", "C", "C", "N", "N", "H", "H", "H", "H", "H", "H", "H", "H", "H"], "xyz": [[0.436, 1.484, -0.338], [-0.327, 0.250, -0.067], [0.238, -1.045, -0.079], [1.570, -1.163, 0.170], [-1.757, 0.321, 0.323], [0.933, 1.241, -1.338], [1.285, 1.741, 0.369], [-0.067, 2.412, -0.627], [-0.463, -1.984, -0.187], [2.124, -0.707, -0.515], [1.785, -2.118, 0.413], [-1.914, 1.400, 0.262], [-2.027, 0.136, 1.265], [-2.430, -0.355, -0.192]]}


Record 4
{"formula": "C3H9N2", "method": "ωB97M-V with the def2-TZVPD basis set", "gap_ha": 0.0925, "e_lumo_ev": -9.17, "energy_ha": -228.48715, "homo_ev": -11.68, "charge": 1, "symbols": ["C", "C", "N", "C", "N", "H", "H", "H", "H", "H", "H", "H", "H", "H"], "xyz": [[-0.924, -2.335, 0.818], [-2.063, -2.035, 1.595], [-2.708, -0.915, 1.685], [0.699, 2.186, -1.209], [1.905, 1.757, -1.594], [-0.395, 0.945, -0.823], [-0.458, -3.295, 1.010], [-0.474, -1.560, 0.201], [4.653, 1.844, -1.933], [-2.383, -2.997, 2.106], [-3.464, -0.979, 2.377], [0.554, 2.361, -0.151], [5.030, 2.468, -2.081], [0.027, 2.555, -2.002]]}


Record 5
{"formula": "C3H9N2O", "method": "ωB97M-V with the def2-TZVPD basis set", "gap_ha": 0.3917, "e_lumo_ev": -3.72, "energy_ha": -304.13799, "homo_ev": -14.38, "charge": 1, "symbols": ["C", "C", "C", "N", "N", "O", "H", "H", "H", "H", "H", "H", "H", "H", "H"], "xyz": [[-1.032, 1.341, 0.068], [0.858, -1.655, 0.822], [0.185, 0.161, -1.652], [0.865, -0.238, 0.755], [-0.088, 0.561, -0.301], [-1.328, 1.547, 1.319], [-1.586, 1.843, -0.727], [-0.053, -2.108, 1.223], [1.137, -2.106, -0.125], [1.682, -1.844, 1.519], [1.059, 0.686, -2.035], [-0.671, 0.341, -2.299], [0.406, -0.906, -1.661], [0.623, 0.200, 1.640], [-2.056, 2.177, 1.454]]}


Record 6
{"formula": "C3H9N2O", "method": "ωB97M-V with the def2-TZVPD basis set", "gap_ha": 0.3926, "e_lumo_ev": -3.83, "energy_ha": -304.12052, "homo_ev": -14.51, "charge": 1, "symbols": ["C", "C", "C", "N", "N", "O", "H", "H", "H", "H", "H", "H", "H", "H", "H"], "xyz": [[1.213, 0.321, 0.108], [2.026, -0.864, -0.007], [-1.297, 1.273, 0.026], [-1.107, -1.091, 0.483], [-0.662, 0.004, -0.247], [1.309, 1.450, 0.287], [-0.471, -0.191, -1.218], [2.804, -0.670, -0.896], [2.587, -1.068, 0.865], [1.397, -1.758, -0.290], [-1.198, 1.544, 1.091], [-0.885, 2.030, -0.574], [-2.355, 1.375, -0.313], [-1.473, -1.677, -0.262], [-1.889, -0.678, 0.948]]}


> Number 4 is which compound?

C3H9N2


Please write out number 1 again, unchanged.
{"formula": "C3H9N", "method": "ωB97M-V with the def2-TZVPD basis set", "gap_ha": 0.3809, "e_lumo_ev": 1.13, "energy_ha": -174.40303, "homo_ev": -9.24, "symbols": ["C", "C", "H", "H", "H", "H", "C", "N", "H", "H", "H", "H", "H"], "xyz": [[1.918, 0.979, -0.101], [1.354, 2.160, -0.261], [1.829, 0.363, 0.785], [2.478, 0.476, -0.881], [0.816, 2.636, 0.555], [1.433, 2.849, -1.094], [-1.511, -1.416, 0.686], [-1.539, -1.208, -0.755], [-0.519, -1.441, 1.148], [-2.021, -2.345, 0.955], [-2.121, -0.670, 1.197], [-0.964, -0.390, -0.972], [-1.153, -1.994, -1.261]]}